1.
160
Properties=species:S:1:pos:R:3 method="wB97M-V/def2-TZVPD" homo_lumo_gap_ev=11.34 relative_energy_kj_mol=2.5 energy_ha=-1895.97396 homo_ev=-10.597
C -7.072 1.449 4.026
C -7.792 1.615 2.755
C -7.034 2.605 1.821
C -5.767 1.957 1.249
C -5.054 2.662 0.066
C -4.252 3.943 0.303
H -7.154 2.241 4.792
H -6.011 1.375 3.778
H -7.447 0.561 4.480
H -7.826 0.644 2.279
H -8.825 1.927 2.825
H -6.803 3.549 2.373
H -7.621 2.997 1.007
H -5.053 1.890 2.082
H -6.048 1.009 0.865
H -4.297 1.912 -0.300
H -5.804 2.867 -0.680
H -3.688 4.198 -0.614
H -4.823 4.759 0.677
H -3.481 3.869 1.082
C 4.604 3.738 1.460
C 3.685 3.927 0.247
C 4.493 3.909 -1.059
C 3.531 4.205 -2.266
C 4.029 3.894 -3.673
C 3.066 4.449 -4.712
H 5.265 2.855 1.386
H 3.969 3.570 2.343
H 5.138 4.730 1.519
H 2.921 3.219 0.184
H 3.153 4.838 0.423
H 4.990 2.923 -1.195
H 5.321 4.594 -0.961
H 2.597 3.677 -2.023
H 3.325 5.301 -2.340
H 5.007 4.340 -3.894
H 4.115 2.794 -3.752
H 2.047 4.262 -4.460
H 3.101 5.522 -4.730
H 3.198 4.128 -5.800
C -0.123 1.537 -0.928
C -0.934 0.961 0.227
C -1.534 -0.392 -0.197
C -0.529 -1.507 -0.305
C -0.593 -2.459 0.871
C 0.389 -3.619 0.846
H 0.702 0.918 -1.222
H 0.185 2.527 -0.599
H -0.723 1.645 -1.787
H -0.297 0.987 1.095
H -1.785 1.628 0.437
H -2.125 -0.209 -1.125
H -2.323 -0.693 0.457
H -0.539 -2.038 -1.256
H 0.468 -1.064 -0.271
H -0.499 -1.770 1.722
H -1.566 -2.907 0.878
H 1.382 -3.233 0.973
H 0.273 -4.368 1.625
H 0.361 -4.148 -0.076
C 6.607 1.549 6.001
C 5.682 0.993 4.846
C 4.231 0.696 5.261
C 3.423 0.058 4.098
C 2.206 -0.759 4.506
C 1.567 -1.521 3.353
H 7.603 1.434 5.620
H 6.512 0.936 6.891
H 6.380 2.597 6.162
H 5.662 1.579 3.939
H 6.062 0.009 4.593
H 3.710 1.553 5.602
H 4.256 0.005 6.070
H 3.034 0.869 3.476
H 4.135 -0.517 3.526
H 2.485 -1.518 5.237
H 1.407 -0.142 4.946
H 0.724 -2.106 3.706
H 1.152 -0.848 2.582
H 2.326 -2.151 2.895
C 5.214 -3.276 0.407
C 4.359 -2.180 -0.317
C 4.640 -0.785 0.209
C 3.707 0.318 -0.367
C 3.499 0.133 -1.898
C 4.800 0.227 -2.696
H 5.102 -3.195 1.489
H 6.290 -3.218 0.100
H 4.881 -4.251 0.145
H 4.512 -2.264 -1.369
H 3.277 -2.432 -0.221
H 5.734 -0.561 -0.033
H 4.520 -0.705 1.295
H 2.752 0.216 0.154
H 4.180 1.272 -0.115
H 2.988 -0.840 -2.028
H 2.893 0.982 -2.250
H 4.730 0.090 -3.832
H 5.326 1.184 -2.617
H 5.562 -0.523 -2.432
C -2.964 -4.753 -2.396
C -2.710 -3.417 -3.090
C -3.823 -2.371 -2.988
C -3.461 -1.071 -3.737
C -4.261 0.158 -3.260
C -3.888 1.425 -4.062
H -2.179 -5.445 -2.602
H -3.857 -5.193 -2.810
H -3.168 -4.534 -1.376
H -1.760 -3.057 -2.688
H -2.449 -3.573 -4.115
H -3.913 -2.088 -1.885
H -4.705 -2.792 -3.392
H -2.359 -0.823 -3.692
H -3.563 -1.211 -4.837
H -5.338 -0.024 -3.344
H -3.990 0.265 -2.210
H -4.094 2.395 -3.561
H -2.782 1.482 -4.319
H -4.416 1.366 -5.043
C 0.418 -4.783 -3.745
C 1.156 -3.437 -3.649
C 0.807 -2.402 -4.769
C 1.302 -0.969 -4.383
C 0.890 0.072 -5.416
C 1.482 1.462 -5.049
H 0.472 -5.363 -2.811
H 0.941 -5.406 -4.436
H -0.619 -4.688 -4.076
H 0.922 -2.976 -2.678
H 2.259 -3.476 -3.746
H -0.264 -2.259 -4.944
H 1.372 -2.707 -5.621
H 0.850 -0.748 -3.417
H 2.402 -1.086 -4.252
H 1.176 -0.205 -6.451
H -0.192 0.163 -5.384
H 0.914 2.240 -5.474
H 1.486 1.612 -3.919
H 2.490 1.531 -5.397
C -2.220 1.507 4.507
C -2.037 -0.019 4.441
C -3.250 -0.654 3.729
C -3.177 -2.114 3.743
C -4.508 -2.735 3.373
C -4.243 -4.143 2.794
H -2.666 1.883 3.604
H -1.287 2.027 4.662
H -2.924 1.772 5.310
H -1.168 -0.370 3.881
H -1.813 -0.401 5.467
H -3.333 -0.283 2.670
H -4.157 -0.258 4.162
H -2.343 -2.442 3.114
H -2.887 -2.452 4.752
H -5.143 -2.780 4.296
H -5.051 -2.105 2.683
H -5.068 -4.839 2.849
H -3.916 -3.924 1.757
H -3.423 -4.594 3.372

---

2.
227
Properties=species:S:1:pos:R:3 method="wB97M-V/def2-TZVPD" homo_lumo_gap_ev=3.56 relative_energy_kj_mol=1330.1 energy_ha=-10861.29860 homo_ev=-8.140
C -26.586 10.807 -6.388
C -26.835 10.216 -5.046
C -28.363 9.797 -5.096
C -28.747 8.654 -4.220
C -27.862 7.426 -4.533
C -26.317 7.654 -4.265
N -25.887 8.969 -4.954
O -24.532 9.155 -5.164
C -25.595 6.422 -4.940
C -26.022 7.688 -2.771
C -26.627 11.193 -3.837
H -27.308 11.597 -6.596
H -26.601 10.027 -7.149
H -25.578 11.213 -6.468
H -28.584 9.523 -6.127
H -29.034 10.651 -5.002
H -29.817 8.450 -4.178
H -28.479 8.993 -3.219
H -28.144 7.123 -5.541
H -28.307 6.712 -3.840
H -24.619 6.251 -4.486
H -25.281 6.607 -5.968
H -26.142 5.481 -4.875
H -25.062 8.167 -2.576
H -26.052 6.749 -2.219
H -26.785 8.241 -2.224
H -27.268 12.068 -3.948
H -25.651 11.677 -3.876
H -26.673 10.669 -2.882
C -33.142 1.918 -5.789
C -33.051 3.375 -6.224
C -34.485 4.039 -6.119
C -34.909 4.505 -4.713
C -33.865 5.520 -4.233
C -32.405 4.916 -4.078
N -32.111 4.200 -5.409
O -30.708 3.931 -5.545
C -32.383 3.984 -2.904
C -31.525 6.160 -3.916
C -32.674 3.432 -7.779
H -33.344 1.841 -4.721
H -32.206 1.363 -5.833
H -33.890 1.393 -6.383
H -35.200 3.249 -6.348
H -34.642 4.846 -6.835
H -35.109 3.632 -4.092
H -35.883 4.995 -4.741
H -34.154 5.953 -3.275
H -33.953 6.301 -4.988
H -31.437 3.459 -2.769
H -33.152 3.245 -3.132
H -32.698 4.417 -1.954
H -31.737 6.932 -4.656
H -30.450 5.978 -3.924
H -31.661 6.618 -2.936
H -32.381 4.438 -8.076
H -33.431 3.076 -8.478
H -31.763 2.850 -7.913
C -23.502 15.769 -3.016
O -23.659 15.005 -4.253
C -23.216 13.608 -4.142
C -23.560 12.920 -5.471
N -22.263 12.543 -6.321
H -21.712 11.869 -5.809
H -22.729 11.986 -7.024
C -21.561 13.724 -7.030
C -22.023 14.045 -8.437
O -23.355 14.528 -8.381
C -23.770 14.729 -9.712
H -24.107 16.674 -2.957
H -22.518 16.238 -3.001
H -23.700 15.255 -2.075
H -23.746 13.236 -3.265
H -22.137 13.557 -3.999
H -24.342 13.334 -6.107
H -23.883 11.899 -5.267
H -20.543 13.344 -7.108
H -21.524 14.553 -6.322
H -22.175 13.120 -8.995
H -21.390 14.681 -9.056
H -23.388 14.087 -10.505
H -23.570 15.729 -10.098
H -24.844 14.541 -9.728
C -35.174 10.320 -1.031
C -34.938 11.301 -2.275
N -34.543 10.566 -3.567
C -33.666 9.271 -3.341
C -35.932 10.068 -4.178
C -35.895 9.225 -5.506
C -33.913 11.621 -4.512
C -32.324 11.817 -4.401
O -31.817 12.051 -3.104
C -30.397 12.068 -3.032
H -35.709 9.410 -1.304
H -35.611 10.865 -0.195
H -34.229 10.028 -0.572
H -34.294 12.155 -2.064
H -35.894 11.772 -2.505
H -34.167 8.465 -2.804
H -32.907 9.573 -2.619
H -33.284 8.908 -4.295
H -36.489 10.992 -4.330
H -36.420 9.502 -3.384
H -35.659 9.818 -6.390
H -36.948 9.007 -5.685
H -35.272 8.332 -5.552
H -34.410 12.571 -4.314
H -34.070 11.256 -5.527
H -32.055 12.751 -4.894
H -31.821 10.990 -4.902
H -30.204 12.423 -2.020
H -29.932 12.751 -3.743
H -30.091 11.026 -3.127
C -19.761 3.879 -1.789
C -19.975 3.059 -3.145
N -21.504 2.933 -3.505
C -21.545 1.793 -4.552
C -22.382 2.489 -2.301
C -21.929 1.220 -1.623
C -22.084 4.268 -4.014
C -21.274 5.107 -5.026
O -20.131 5.586 -4.401
C -19.300 6.497 -5.211
H -20.213 3.306 -0.980
H -20.352 4.794 -1.741
H -18.712 4.144 -1.657
H -19.541 2.061 -3.204
H -19.484 3.531 -3.996
H -21.001 2.080 -5.452
H -22.564 1.640 -4.907
H -21.331 0.805 -4.147
H -23.352 2.323 -2.768
H -22.459 3.336 -1.619
H -21.979 0.296 -2.199
H -22.536 0.954 -0.758
H -20.922 1.278 -1.210
H -22.294 4.928 -3.173
H -23.006 3.913 -4.474
H -21.850 5.984 -5.322
H -21.047 4.540 -5.928
H -19.050 6.015 -6.157
H -18.319 6.748 -4.809
H -19.890 7.352 -5.541
C -25.616 12.895 2.007
C -24.654 11.734 1.894
N -24.130 11.500 0.438
C -25.140 11.046 -0.556
C -23.537 12.725 -0.365
C -22.382 13.473 0.389
C -22.981 10.488 0.508
C -23.335 9.043 0.839
O -24.206 8.362 -0.108
C -24.146 6.923 0.136
H -25.198 13.891 1.865
H -26.061 12.852 3.001
H -26.450 12.759 1.318
H -25.118 10.823 2.271
H -23.733 11.923 2.445
H -25.852 11.818 -0.844
H -25.660 10.245 -0.031
H -24.729 10.647 -1.484
H -24.349 13.373 -0.695
H -23.033 12.364 -1.262
H -21.764 12.859 1.044
H -22.796 14.147 1.140
H -21.621 13.907 -0.261
H -22.236 10.869 1.207
H -22.598 10.504 -0.512
H -23.808 9.054 1.821
H -22.382 8.526 0.949
H -24.264 6.556 1.156
H -23.182 6.509 -0.157
H -24.936 6.383 -0.386
N -30.257 10.657 0.573
S -30.759 9.312 0.443
O -30.299 8.380 1.430
O -31.064 8.763 -0.873
F -32.196 9.630 1.017
S -28.618 10.377 0.404
O -28.029 9.288 -0.408
O -27.881 10.579 1.661
F -28.191 11.722 -0.361
N -23.633 10.635 -8.036
S -23.344 9.210 -8.287
O -22.531 8.903 -9.445
O -24.276 8.165 -7.896
F -22.201 9.086 -7.090
S -24.529 10.909 -9.405
O -25.702 10.045 -9.588
O -23.705 11.314 -10.567
F -25.207 12.295 -8.964
N -20.708 10.760 -4.690
S -21.370 9.879 -3.641
O -22.620 10.362 -3.036
O -20.477 9.024 -2.806
F -21.856 8.743 -4.619
S -19.714 11.587 -3.548
O -18.315 11.106 -3.488
O -20.260 12.213 -2.318
F -19.534 12.923 -4.543
N -27.310 1.501 -3.762
S -25.916 1.931 -3.389
O -25.342 1.390 -2.170
O -25.412 3.228 -3.794
F -25.207 0.992 -4.505
S -28.120 2.705 -2.923
O -28.438 3.947 -3.627
O -27.813 2.783 -1.476
F -29.590 2.054 -2.798
N -32.060 6.851 -7.496
S -32.501 8.183 -7.905
O -32.367 8.560 -9.367
O -32.293 9.208 -6.889
F -34.099 8.032 -7.731
S -30.453 7.038 -7.968
O -29.743 8.315 -7.814
O -30.027 6.120 -9.019
F -29.988 6.160 -6.706
N -22.110 3.479 -8.005
S -23.507 3.955 -7.931
O -24.441 3.510 -8.968
O -23.705 5.236 -7.223
F -24.053 2.921 -6.844
S -21.667 4.532 -9.256
O -21.507 5.967 -8.971
O -22.147 4.252 -10.604
F -20.126 4.098 -9.409